Model w:
{"formula": "C9H14N4O4", "method": "wB97M-V/def2-TZVPD", "homo_ev": -8.60, "smiles": "CCCOC(=O)CCNc1n[nH]c(=O)[nH]c1=O", "elements": ["C", "C", "C", "H", "H", "O", "C", "O", "C", "H", "H", "C", "N", "C", "N", "N", "C", "O", "N", "C", "O", "H", "H", "H", "H", "H", "H", "H", "H", "H", "H"], "positions_angstrom": [[-3.2457, 2.6822, -3.5458], [-2.4799, 1.8664, -2.5133], [-1.9147, 0.5904, -3.1317], [-2.7131, -0.0351, -3.5362], [-1.2003, 0.8407, -3.9226], [-1.2609, -0.2207, -2.1536], [0.0023, 0.0884, -1.8495], [0.6296, 0.9718, -2.3671], [0.5239, -0.8246, -0.7605], [1.5943, -0.6580, -0.6455], [0.3380, -1.8599, -1.0505], [-0.1973, -0.5283, 0.5663], [0.2260, -1.4068, 1.6213], [1.3073, -1.1672, 2.3915], [1.9181, -0.0266, 2.3860], [2.9510, 0.1436, 3.2467], [3.4376, -0.7670, 4.1310], [4.3596, -0.5578, 4.8797], [2.7651, -1.9893, 4.0897], [1.7127, -2.2963, 3.2711], [1.1749, -3.3827, 3.2554], [3.1028, -2.7060, 4.7236], [3.3882, 1.0543, 3.2028], [-0.0705, -2.3739, 1.6064], [0.0267, 0.4918, 0.8839], [-1.2745, -0.6437, 0.4272], [-3.1387, 1.5966, -1.6851], [-1.6530, 2.4563, -2.1137], [-4.0775, 2.1085, -3.9483], [-2.5925, 2.9652, -4.3675], [-3.6393, 3.5876, -3.0919]]}

---

Model x:
{"formula": "C9H14N4O4", "method": "wB97M-V/def2-TZVPD", "homo_ev": -9.02, "smiles": "N[C@@H](Cc1c[nH]cn1)C(=O)N[C@@H](CO)C(=O)O", "elements": ["C", "C", "C", "C", "C", "C", "C", "C", "C", "H", "H", "H", "H", "H", "H", "H", "H", "H", "H", "H", "H", "H", "H", "N", "N", "N", "N", "O", "O", "O", "O"], "positions_angstrom": [[-0.5684, 0.1203, -0.1486], [0.8738, -0.3970, -0.1194], [-0.6163, 1.6022, -0.0464], [-1.9528, 2.1952, -0.5111], [-2.1620, 3.3672, -1.2169], [-4.0596, 2.6183, -0.4419], [2.1298, -2.5052, 0.6155], [3.1265, -1.5948, 1.4639], [2.6693, -2.8406, -0.8012], [-2.3540, -0.2539, 0.6149], [-1.3060, -0.0306, 1.7926], [-1.0460, -0.1333, -1.0419], [-0.2007, 2.0691, 0.8984], [0.0871, 1.8591, -0.8274], [-1.4828, 4.1732, -1.5590], [-5.1128, 2.6050, -0.3769], [-3.9967, 4.2923, -1.8458], [0.0006, -1.8817, 0.8390], [1.8997, -3.4073, 1.2992], [3.7080, -3.0834, -0.6870], [2.7033, -1.8381, -1.2202], [0.9954, -3.6762, -1.3913], [3.2604, -0.3556, 2.6998], [-1.3964, -0.5752, 0.8171], [-3.1173, 1.7794, 0.0039], [-3.5494, 3.6329, -1.1955], [0.8900, -1.7102, 0.4090], [1.8296, 0.2645, -0.4251], [4.3227, -1.5995, 1.4982], [2.0181, -3.9414, -1.3777], [2.4071, -0.7545, 2.2818]]}

---

The structures above, arranged from the most stable to the least stable: model w, model x.